No. 1
{
  "formula": "C6H12O",
  "method": "wB97M-V/def2-TZVPD",
  "symbols": ["C", "C", "H", "O", "H", "H", "H", "H", "H", "H", "C", "H", "H", "H", "C", "H", "C", "C", "H"],
  "xyz": [[-0.75, -2.41, -0.48], [0.23, 2.52, 0.51], [0.74, 3.40, 0.12], [0.25, -0.37, 2.45], [-1.64, -2.27, 0.14], [-1.02, -3.07, -1.31], [0.01, 1.54, -1.40], [0.00, -2.92, 0.13], [-0.84, 2.76, 0.61], [-0.88, -0.69, -1.80], [0.61, -0.44, 1.30], [0.61, 2.32, 1.52], [1.62, -0.85, 1.05], [1.51, 1.15, -0.58], [-0.23, -1.06, -0.99], [0.77, -1.17, -1.42], [-0.20, 0.02, 0.10], [0.44, 1.32, -0.42], [-1.22, 0.22, 0.46]],
  "total_energy_ev": -8463.95916,
  "lumo_ev": 1.09,
  "de_lowest_kcal_mol": 9.1,
  "homo_lumo_gap_ev": 10.77,
  "e_homo_ev": -9.67,
  "smiles": "CCC(C=O)CC"
}

No. 2
{
  "formula": "C6H12O",
  "method": "wB97M-V/def2-TZVPD",
  "symbols": ["C", "H", "H", "H", "C", "C", "H", "H", "H", "C", "H", "H", "C", "H", "C", "H", "O", "H", "H"],
  "xyz": [[-1.45, -0.13, -0.24], [1.70, 1.00, -1.28], [1.27, 2.59, 0.63], [-0.33, -1.22, -1.75], [-0.94, -0.34, -1.62], [-0.32, 0.72, -0.74], [-0.67, 1.73, -0.92], [0.35, -1.30, 1.94], [1.43, -0.38, -0.20], [0.16, -1.92, 1.05], [-1.57, -0.07, -2.47], [1.01, 1.21, 1.71], [1.16, 0.66, -0.39], [-0.30, -2.83, 1.49], [1.53, 1.54, 0.80], [2.61, 1.49, 0.99], [-1.37, -1.19, 0.73], [-2.40, 0.38, -0.09], [-1.86, -1.93, 0.35]],
  "total_energy_ev": -8458.92705,
  "lumo_ev": 0.64,
  "de_lowest_kcal_mol": 125.1,
  "homo_lumo_gap_ev": 8.18,
  "e_homo_ev": -7.54
}

No. 3
{
  "formula": "C6H12O",
  "method": "wB97M-V/def2-TZVPD",
  "symbols": ["H", "H", "H", "C", "C", "H", "C", "H", "H", "H", "H", "O", "H", "C", "H", "H", "C", "C", "H"],
  "xyz": [[1.95, 0.60, 1.15], [-0.52, -0.86, -2.36], [-1.77, -0.76, 1.55], [0.42, -1.04, -1.83], [-1.46, 0.23, 1.21], [-1.39, 0.89, 2.08], [0.00, 1.52, -0.37], [1.00, -0.40, 2.28], [0.97, 1.61, -0.87], [-0.79, 1.60, -1.12], [1.13, -0.26, -2.08], [1.39, -1.27, 0.41], [-0.10, 2.37, 0.32], [0.17, -1.08, -0.33], [0.83, -2.00, -2.17], [-2.26, 0.64, 0.57], [-0.14, 0.23, 0.43], [1.13, -0.13, 1.23], [-0.54, -1.89, -0.09]],
  "total_energy_ev": -8463.29022,
  "lumo_ev": 0.94,
  "de_lowest_kcal_mol": 24.5,
  "homo_lumo_gap_ev": 10.45,
  "e_homo_ev": -9.51,
  "smiles": "C[C@H]1OCC1(C)C"
}

No. 4
{
  "formula": "C6H12O",
  "method": "wB97M-V/def2-TZVPD",
  "symbols": ["H", "H", "C", "H", "C", "C", "C", "H", "C", "H", "C", "H", "H", "H", "H", "O", "H", "H", "H"],
  "xyz": [[-1.00, -0.42, -1.75], [-0.98, 2.06, 1.02], [-0.69, -0.55, 1.72], [1.14, 0.11, -2.11], [1.10, 0.33, 0.04], [-0.40, 0.00, 0.32], [1.75, -0.15, -1.24], [2.73, 0.33, -1.36], [-0.58, 1.52, 0.15], [0.21, -0.57, 2.35], [-1.12, -0.84, -0.74], [-1.08, -1.57, 1.67], [-2.19, -0.89, -0.51], [-1.14, 1.83, -0.74], [-1.45, 0.05, 2.23], [0.82, 1.74, -0.01], [1.75, 0.11, 0.90], [1.90, -1.24, -1.21], [-0.74, -1.87, -0.74]],
  "total_energy_ev": -8463.20003,
  "lumo_ev": 0.95,
  "de_lowest_kcal_mol": 26.6,
  "homo_lumo_gap_ev": 10.47,
  "e_homo_ev": -9.52,
  "smiles": "C[C@H]1OCC1(C)C"
}

No. 5
{
  "formula": "C6H12O",
  "method": "wB97M-V/def2-TZVPD",
  "symbols": ["H", "H", "H", "C", "H", "H", "C", "O", "H", "H", "H", "C", "H", "C", "H", "H", "H", "C", "C"],
  "xyz": [[1.17, -1.57, -0.27], [0.00, -2.59, 1.78], [-0.87, -1.39, -1.38], [0.25, 0.96, -0.92], [1.62, -2.05, 2.21], [-0.64, 0.56, 1.02], [-1.28, -0.76, -0.54], [-2.45, -0.72, -0.27], [-0.20, 2.84, -1.89], [1.95, 0.09, 0.31], [1.63, 1.00, -0.42], [-0.21, 0.03, 0.16], [-0.84, 2.73, -0.24], [0.65, -1.70, 1.85], [0.21, -1.06, 2.63], [-1.68, 1.94, -1.56], [0.47, 0.43, -1.85], [0.88, -0.91, 0.55], [-0.67, 2.17, -1.16]],
  "total_energy_ev": -8460.70821,
  "lumo_ev": 0.97,
  "de_lowest_kcal_mol": 84.1,
  "homo_lumo_gap_ev": 10.60,
  "e_homo_ev": -9.63
}

No. 6
{
  "formula": "C6H12O",
  "method": "wB97M-V/def2-TZVPD",
  "symbols": ["H", "C", "H", "H", "O", "C", "H", "C", "H", "H", "H", "C", "H", "C", "C", "H", "H", "H", "H"],
  "xyz": [[-0.49, -0.84, -1.84], [1.13, 0.54, 0.61], [-0.79, -1.24, 0.82], [-2.09, -1.67, -1.69], [1.44, 1.03, 1.81], [-1.46, -0.85, -1.33], [-2.42, -0.64, 0.56], [0.37, 1.36, -0.30], [0.85, -1.36, -0.33], [1.78, 0.32, 2.38], [0.58, 1.15, -1.35], [-1.40, -0.59, 0.16], [-1.43, 1.50, 0.95], [1.64, -0.78, 0.17], [-1.04, 0.89, 0.12], [0.47, 2.43, -0.09], [-1.63, 0.75, -1.03], [2.42, -0.63, -0.59], [2.07, -1.37, 0.99]],
  "total_energy_ev": -8458.50233,
  "lumo_ev": [0.67, 0.13],
  "de_lowest_kcal_mol": 134.9,
  "homo_lumo_gap_ev": [8.17, 6.03],
  "e_homo_ev": [-7.50, -5.91]
}

No. 7
{
  "formula": "C6H12O",
  "method": "wB97M-V/def2-TZVPD",
  "symbols": ["H", "C", "H", "H", "C", "H", "H", "C", "C", "H", "C", "H", "H", "H", "H", "O", "H", "H", "C"],
  "xyz": [[-2.52, 1.36, -0.61], [2.08, 0.04, 1.21], [2.60, 0.47, 0.34], [2.74, -0.70, 1.67], [-0.10, -0.56, -1.17], [0.34, -2.55, -0.24], [1.78, -1.71, -0.89], [-1.59, 1.95, -0.68], [0.79, -1.57, -0.45], [-2.66, -0.81, 0.56], [-0.09, 0.27, -0.12], [-1.23, 1.93, -1.72], [-2.18, -0.98, 0.02], [-0.57, -0.57, -2.15], [-1.79, 2.98, -0.38], [-0.63, 1.45, 0.22], [1.90, 0.84, 1.93], [0.22, -0.99, 1.63], [0.77, -0.58, 0.77]],
  "total_energy_ev": -8461.47081,
  "lumo_ev": 1.16,
  "de_lowest_kcal_mol": 66.5,
  "homo_lumo_gap_ev": 9.65,
  "e_homo_ev": -8.49,
  "smiles": "COC1=CC[C@H]1C.[H][H]"
}

No. 8
{
  "formula": "C6H12O",
  "method": "wB97M-V/def2-TZVPD",
  "symbols": ["C", "H", "H", "O", "C", "H", "C", "H", "H", "H", "H", "H", "H", "C", "H", "C", "H", "H", "C"],
  "xyz": [[0.06, 1.68, 1.77], [0.01, -0.56, 1.84], [0.96, 0.81, -2.03], [-3.09, -1.78, 0.35], [0.28, 0.30, 1.24], [-0.92, 2.11, 1.52], [0.96, -1.31, -0.52], [1.79, -1.80, -0.01], [1.82, 1.68, -0.78], [-3.27, -0.85, 0.51], [0.85, 2.33, 1.40], [0.87, -2.70, -2.09], [0.15, 1.98, -0.90], [0.88, 1.18, -1.02], [-0.31, -1.24, -2.16], [0.48, -1.78, -1.67], [0.17, 1.73, 2.85], [-2.38, -1.85, -0.30], [0.67, 0.07, -0.01]],
  "total_energy_ev": -8462.67803,
  "lumo_ev": 0.82,
  "de_lowest_kcal_mol": 38.6,
  "homo_lumo_gap_ev": 9.74,
  "e_homo_ev": -8.92,
  "smiles": "C=C/C(C)=C/C.O"
}

No. 9
{
  "formula": "C6H12O",
  "method": "wB97M-V/def2-TZVPD",
  "symbols": ["H", "O", "H", "H", "C", "H", "H", "H", "C", "C", "C", "C", "C", "H", "H", "H", "H", "H", "H"],
  "xyz": [[-1.00, 1.51, -1.58], [1.24, -1.28, 1.73], [-0.33, -2.20, 0.70], [1.21, -0.63, -1.72], [0.11, 0.54, -0.28], [-0.75, 1.87, 1.19], [-2.82, -0.28, -1.70], [1.66, 1.08, -1.64], [-2.12, -0.67, -0.98], [1.36, 0.21, -1.05], [0.21, 1.65, 0.73], [-1.08, 0.03, -0.64], [-0.05, -1.26, 1.18], [1.78, -1.92, 1.26], [0.59, 2.55, 0.24], [0.92, 1.35, 1.51], [-0.76, -0.91, 1.91], [-2.31, -1.64, -0.53], [2.16, -0.01, -0.34]],
  "total_energy_ev": -8457.23869,
  "lumo_ev": [0.68, 0.76],
  "de_lowest_kcal_mol": 164.1,
  "homo_lumo_gap_ev": [7.29, 7.29],
  "e_homo_ev": [-6.61, -6.53]
}

No. 10
{
  "formula": "C6H12O",
  "method": "wB97M-V/def2-TZVPD",
  "symbols": ["H", "H", "C", "C", "H", "H", "C", "O", "H", "H", "C", "C", "H", "H", "H", "H", "H", "H", "C"],
  "xyz": [[-1.44, 1.44, 0.06], [1.11, -0.04, -1.96], [0.18, 0.00, 0.05], [-0.45, -2.47, 0.45], [0.40, -2.84, -0.13], [0.33, 2.43, 1.52], [0.40, 2.52, 0.43], [2.28, -0.98, -0.62], [-1.27, -3.19, 0.36], [0.01, 3.50, 0.15], [-0.39, 1.40, -0.25], [-0.91, -1.09, -0.03], [-1.28, -1.16, -1.07], [-0.39, 1.56, -1.34], [-0.14, -2.43, 1.50], [1.46, 2.49, 0.16], [-1.76, -0.76, 0.57], [0.61, -0.02, 1.06], [1.29, -0.36, -0.91]],
  "total_energy_ev": -8463.92038,
  "lumo_ev": 1.09,
  "de_lowest_kcal_mol": 10.0,
  "homo_lumo_gap_ev": 10.78,
  "e_homo_ev": -9.70,
  "smiles": "CCC(C=O)CC"
}